Entry 1:
Formula: C5H10O
Source: OMol25
Level of theory: ωB97M-V/def2-TZVPD

Computed properties:
* LUMO: 0.960 eV
* frontier orbital gap: 0.3866 hartree
* HOMO level: -9.56 eV

```
16
Properties=species:S:1:pos:R:3:mulliken_charge:R:1
C 2.0258 -0.3374 -0.5072 -1.172
C 0.7835 -0.5917 0.3390 -0.462
C -0.4957 0.0297 -0.2582 0.417
C -1.7568 -0.4904 0.4550 -1.519
C -0.6565 1.6018 -0.2607 -0.136
O -1.7498 2.0566 -0.0006 -0.479
H 2.1851 0.7368 -0.6454 0.293
H 2.9230 -0.7540 -0.0389 0.353
H 1.9251 -0.7915 -1.5009 0.321
H 0.6335 -1.6801 0.4445 0.310
H 0.9283 -0.2154 1.3596 0.326
H -0.5425 -0.3011 -1.3116 0.231
H -1.7082 -0.2672 1.5269 0.328
H -2.6507 0.0041 0.0736 0.394
H -1.8827 -1.5710 0.3410 0.407
H -0.0438 2.4948 -0.4753 0.391
```

Entry 2:
Formula: C12H24N5O5S2
Source: OMol25
Level of theory: ωB97M-V/def2-TZVPD

Computed properties:
* LUMO: -4.155 eV
* frontier orbital gap: 0.3056 hartree
* net charge: +1
* HOMO level: -12.47 eV

```
48
Properties=species:S:1:pos:R:3:mulliken_charge:R:1
N -1.3862 4.4971 -0.6120 -0.219
C -1.8646 3.3568 -0.1497 0.227
N -2.4992 2.5017 -1.0604 -0.382
C -3.8033 2.0956 -0.5600 -0.332
O -3.7348 1.7431 0.8159 -0.441
C -2.4530 1.6974 1.3552 -0.542
N -1.7399 2.9925 1.1431 0.182
C -0.2610 2.9708 1.5500 -0.162
C 0.0239 2.1500 2.8040 -1.130
C 0.3252 0.6501 2.6210 -0.922
C 0.9319 0.2348 1.2855 -0.332
S 2.5205 1.1065 0.9697 -0.183
C 2.3930 1.2107 -0.7622 0.217
N 2.5965 0.2635 -1.5972 0.152
N 2.3657 0.7857 -2.8644 -0.552
C 2.0456 2.0130 -2.6830 0.007
O 2.0134 2.3716 -1.3828 -0.278
H -0.5496 4.9279 -0.2473 0.251
H -1.8734 4.9676 -1.3598 0.290
H -1.8881 1.7046 -1.2305 0.363
H -4.4739 2.9533 -0.6371 0.296
H -4.2122 1.2933 -1.1743 0.360
H -2.5914 1.5581 2.4247 0.306
H -1.8651 0.8551 0.9669 0.431
H 0.0030 4.0077 1.7707 0.425
H 0.3402 2.6668 0.6942 0.170
H -0.8139 2.2759 3.4948 0.389
H 0.8704 2.6305 3.2974 0.449
H 0.9966 0.3190 3.4173 0.485
H -0.5873 0.0612 2.7551 0.369
H 1.1397 -0.8354 1.2859 0.615
H 0.2688 0.4456 0.4437 0.059
H 1.8156 2.7300 -3.4557 0.424
O -0.7675 -4.2294 -1.7804 -0.661
S -0.0168 -4.4979 -0.5908 1.185
O 0.0578 -3.4784 0.4190 -0.554
O 1.4422 -4.9626 -0.9908 -0.263
C 2.1805 -4.1124 -1.9114 -0.466
C 2.6587 -2.8491 -1.2382 -0.642
C -0.5437 -6.0037 0.1424 -0.990
H 1.5516 -3.8946 -2.7752 0.340
H 3.0093 -4.7263 -2.2547 0.283
H 1.8205 -2.2161 -0.9602 0.073
H 3.3008 -2.2815 -1.9079 0.424
H 3.2153 -3.0876 -0.3308 0.243
H -0.5775 -6.7714 -0.6252 0.353
H -1.5357 -5.8245 0.5510 0.370
H 0.1517 -6.2667 0.9345 0.316
```

Entry 3:
Formula: C4H14IN3SV
Source: OMol25
Level of theory: ωB97M-V/def2-TZVPD

Computed properties:
* LUMO (spin up / spin down): -0.316 / -0.946 eV
* frontier orbital gap (spin up / spin down): 0.2577 / 0.2766 hartree
* HOMO level (spin up / spin down): -7.33 / -8.47 eV
* 2S+1: 4
* ⟨S²⟩: 3.78

```
24
Properties=species:S:1:pos:R:3:lowdin_spin:R:1
C -1.8452 0.8026 -3.4425 0.000
C -1.6762 -0.6583 -3.3280 0.000
H -2.7927 1.2038 -3.0230 0.000
H -1.7919 1.3683 -4.3730 0.000
H -0.9940 1.2838 -2.8947 0.000
H -1.3819 -0.7641 -2.2529 0.000
H -2.6398 -1.1739 -3.4083 0.000
H -0.8672 -1.0004 -3.9904 0.000
V 0.3988 0.5002 1.0162 2.063
C 1.2544 0.0571 -0.8139 -0.001
H 1.5861 -0.9998 -0.8590 0.006
H 2.1244 0.7181 -0.5957 0.004
H 0.8868 0.3063 -1.8249 -0.003
I -2.0395 0.1265 1.1946 0.067
N 0.6430 -1.4789 1.4778 0.048
N 1.3413 -0.7825 2.5806 0.114
C 1.0156 0.5351 2.9139 0.212
N 1.0577 0.9397 4.1646 0.087
S 1.2109 2.3506 1.8912 0.371
H -0.0290 -2.1517 1.8852 0.006
H 1.3104 -2.0985 0.9945 0.003
H 1.2051 -1.3245 3.4310 0.014
H 0.8156 1.9167 4.2992 0.005
H 1.2073 0.3238 4.9574 0.003
```

Entry 4:
Formula: C43H53BN4O5P2STi
Source: OMol25
Level of theory: ωB97M-V/def2-TZVPD

Computed properties:
* LUMO (spin up / spin down): 2.611 / 2.607 eV
* frontier orbital gap (spin up / spin down): 0.2139 / 0.2535 hartree
* net charge: -1
* HOMO level (spin up / spin down): -3.21 / -4.29 eV
* 2S+1: 2
* ⟨S²⟩: 0.77

```
110
Properties=species:S:1:pos:R:3:lowdin_spin:R:1
Ti -0.3284 0.1242 -0.1350 0.244
C 3.1612 -0.3246 -3.2215 0.000
C 3.0384 1.0818 -2.6374 0.000
C 2.2914 1.9827 -3.6143 0.000
P 2.1341 1.1056 -0.9600 0.001
C 2.9991 2.5715 -0.0854 0.001
C 3.4428 2.2350 1.3412 0.000
C 4.1371 3.2846 -0.8146 0.000
C 2.9653 -0.3765 -0.2881 0.000
C 4.3529 -0.4568 -0.2332 0.000
C 5.0226 -1.6429 0.0120 0.000
C 6.5085 -1.6749 0.2133 0.000
C 4.2622 -2.8104 0.0522 0.000
C 2.8906 -2.7551 0.0204 -0.001
C 2.1868 -1.5297 -0.0264 0.001
N 0.8261 -1.4918 0.1477 0.003
C 0.2933 -2.4512 0.9894 0.002
C 1.0090 -2.9470 2.0931 0.003
C 0.5174 -3.9672 2.8784 0.001
C -0.7346 -4.5112 2.6302 0.003
C -1.2512 -5.6843 3.4141 0.000
C -1.5016 -3.9418 1.6198 0.000
C -1.0240 -2.9349 0.7961 0.001
P -1.9790 -2.0902 -0.5397 -0.002
C -1.7627 -3.4432 -1.8531 -0.001
C -2.2509 -3.0272 -3.2400 0.000
C -2.2967 -4.8242 -1.4800 0.000
C -3.7570 -2.3226 0.0570 0.001
C -4.0723 -1.1875 1.0270 0.001
C -4.7635 -2.3033 -1.0910 0.000
H 3.5340 -0.2561 -4.2449 0.000
H 2.1914 -0.8181 -3.2392 0.000
H 3.8534 -0.9357 -2.6456 0.000
H 4.0498 1.4701 -2.4836 0.000
H 1.2827 1.6001 -3.7496 0.000
H 2.7931 2.0006 -4.5829 0.000
H 2.2200 3.0041 -3.2450 0.000
H 2.1730 3.2950 -0.0262 0.000
H 4.4467 1.8150 1.3454 0.000
H 2.7685 1.5148 1.8008 0.000
H 3.4503 3.1419 1.9498 0.000
H 4.9949 2.6346 -0.9702 0.000
H 4.4752 4.1198 -0.2014 0.000
H 3.8183 3.6799 -1.7761 0.000
H 4.9335 0.4404 -0.3985 0.000
H 6.9829 -0.8100 -0.2457 0.000
H 6.9395 -2.5784 -0.2133 0.000
H 6.7407 -1.6618 1.2806 0.000
H 4.7636 -3.7681 0.0968 0.000
H 2.3213 -3.6747 0.0418 0.000
H 1.9732 -2.5178 2.3285 0.000
H 1.1195 -4.3385 3.6969 0.000
H -0.5387 -5.9811 4.1804 0.000
H -1.4225 -6.5368 2.7537 0.000
H -2.1942 -5.4354 3.8990 0.000
H -2.5046 -4.3219 1.4799 0.000
H -0.6646 -3.4998 -1.9122 0.000
H -3.3335 -2.9589 -3.2966 0.000
H -1.9212 -3.7621 -3.9767 0.000
H -1.8305 -2.0625 -3.5112 0.000
H -3.3759 -4.8131 -1.3391 0.000
H -1.8261 -5.1820 -0.5682 0.000
H -2.0702 -5.5283 -2.2825 0.000
H -3.8486 -3.2793 0.5819 0.000
H -5.1112 -1.2350 1.3579 0.000
H -3.4241 -1.2348 1.8977 0.000
H -3.8933 -0.2316 0.5347 0.000
H -4.6005 -1.4407 -1.7310 0.000
H -5.7789 -2.2472 -0.6942 0.000
H -4.7013 -3.2020 -1.6986 0.000
O -1.0936 1.8197 -0.4318 0.013
N -2.6302 0.4375 -2.0525 0.002
C -3.7723 1.0476 -2.3262 0.000
C -4.0679 1.6380 -3.5413 0.000
C -3.0961 1.5864 -4.5402 0.000
C -1.8953 0.9773 -4.2724 0.000
C -1.6803 0.4223 -2.9970 0.000
S -0.1837 -0.3362 -2.6257 -0.004
H -4.4971 1.0509 -1.5188 0.000
H -5.0239 2.1141 -3.7090 0.000
H -3.2821 2.0314 -5.5094 0.000
H -1.1074 0.9139 -5.0076 0.000
O -1.3840 -0.3343 1.2576 0.032
N -1.2671 0.3740 2.3675 0.393
N -0.2424 1.1902 2.2787 0.168
O 0.6104 1.0338 1.2512 0.013
C -0.0948 2.2278 3.1641 0.013
C -0.5983 2.1280 4.4720 0.032
C -0.4641 3.1925 5.3353 -0.001
C 0.1433 4.3743 4.9265 0.038
C 0.6423 4.4713 3.6325 0.000
C 0.5362 3.4129 2.7576 0.029
H -1.0767 1.2120 4.7787 0.003
H -0.8155 3.0951 6.3532 -0.001
H 0.2217 5.2073 5.6100 0.003
H 1.1269 5.3822 3.3133 -0.001
H 0.8817 3.4790 1.7368 0.002
O -1.1530 4.2475 -0.6307 0.001
B -0.9268 2.9057 -1.0857 0.004
O -0.4688 2.9766 -2.4482 0.000
C -0.4597 4.2785 -2.7764 0.000
C -0.1444 4.8679 -3.9807 0.000
C -0.2425 6.2521 -4.0648 0.000
C -0.6147 7.0181 -2.9741 0.000
C -0.9266 6.4284 -1.7520 0.000
C -0.8641 5.0525 -1.6741 0.000
H 0.1629 4.2661 -4.8194 0.000
H -0.0320 6.7369 -5.0074 0.000
H -0.6787 8.0934 -3.0775 0.000
H -1.2057 7.0146 -0.8898 0.000
```